(1)
Computed, not measured: a structure of composition C60H58Ge2N5O3S2Sc at a distorted geometry, with ωB97M-V/def2-TZVPD.

Output
Net charge ... -1
Energy relative to the best compared isomer or geometry (same formula, charge and spin) ... 309.5 kJ/mol
⟨S²⟩ ... 0.7894
Multiplicity ... 2
HOMO level (alpha / beta) ... -2.131 / -3.580 eV

Positions of all 131 atoms, in Å:
Sc  -0.27369  0.75745  -0.50722
C  -4.35295  0.04474  1.07565
O  -4.19304  1.41220  1.36770
C  -2.84251  1.61918  1.02955
N  -2.06345  0.45419  1.30446
C  -3.07610  -0.55580  1.67333
C  -2.77264  -1.97923  1.31973
C  -1.50211  -2.37976  0.93572
C  -1.22430  -3.72329  0.74206
C  -2.20990  -4.67602  0.92996
C  -3.48669  -4.27883  1.29181
C  -3.76589  -2.94095  1.48792
C  -2.41086  2.74539  0.41174
C  -3.17309  3.97056  0.48686
C  -2.68197  5.11630  -0.03118
C  -1.47601  5.07011  -0.78000
C  -0.84732  3.85043  -0.91759
N  -1.19275  2.71192  -0.28772
C  0.09334  3.67194  -2.00826
N  0.59368  2.54149  -2.33614
C  1.09119  2.65857  -3.69871
C  0.84959  4.15959  -4.04116
O  0.23695  4.69589  -2.88655
C  2.53009  2.29265  -3.93504
C  3.54356  2.96766  -3.26670
C  4.86628  2.75808  -3.61649
C  5.18797  1.85634  -4.61865
C  4.18263  1.14601  -5.25190
C  2.85858  1.36841  -4.91829
H  -5.27709  -0.31065  1.53283
H  -4.36567  -0.12213  -0.01247
H  -3.24121  -0.53411  2.76553
H  -0.72564  -1.62875  0.79520
H  -0.23347  -4.02059  0.43307
H  -1.99118  -5.72787  0.80184
H  -4.27010  -5.01322  1.41708
H  -4.75940  -2.63698  1.78666
H  -4.10888  3.92350  1.02128
H  -3.20018  6.05748  0.07813
H  -1.09121  5.93419  -1.29755
H  0.45867  2.00898  -4.31753
H  1.78326  4.69596  -4.23501
H  0.17510  4.29009  -4.89154
H  3.29723  3.66052  -2.47321
H  5.64815  3.30300  -3.10538
H  6.22015  1.70480  -4.90415
H  4.42729  0.41536  -6.01044
H  2.07512  0.81857  -5.41941
C  4.24983  0.08007  -1.63462
C  3.00929  0.46612  -0.86823
N  1.81169  0.15919  -1.34507
N  1.82349  -0.34175  -2.59803
C  0.90940  -1.13645  -3.00591
S  -0.44263  -1.74034  -2.01941
S  0.97435  -1.66366  -4.67855
C  1.67084  -3.36449  -4.37215
C  3.15364  -3.28937  -4.35695
C  3.84175  -3.07852  -5.55071
C  5.21580  -2.94423  -5.56032
C  5.92860  -3.01780  -4.37273
C  5.25447  -3.23781  -3.18323
C  3.87659  -3.36464  -3.17125
C  3.17297  1.00186  0.45345
C  4.43432  1.47698  0.86021
C  4.71609  1.81277  2.16429
C  3.73724  1.63813  3.13256
C  2.47633  1.22079  2.76382
C  2.12756  0.95719  1.43043
O  0.89084  0.60708  1.12716
H  4.84711  -0.62038  -1.04942
H  4.86043  0.95118  -1.85905
H  3.96596  -0.38658  -2.57446
H  1.29994  -3.97957  -5.19028
H  1.24380  -3.69394  -3.42532
H  3.27592  -3.01024  -6.47013
H  5.73763  -2.78171  -6.49426
H  7.00428  -2.90705  -4.37229
H  5.80715  -3.30881  -2.25707
H  3.35498  -3.52570  -2.23771
H  5.20779  1.59757  0.11714
H  5.69315  2.19391  2.43048
H  3.95369  1.82237  4.17541
H  1.72057  1.08322  3.52341
C  -2.87029  -1.35801  -4.92568
Ge  -3.17051  -0.93706  -2.97536
C  -3.71669  -2.66551  -2.13229
C  -4.79611  0.24934  -2.95780
C  -1.55357  -0.20952  -2.08145
H  -3.74973  -1.83102  -5.35599
H  -2.02648  -2.03037  -5.04337
H  -2.66273  -0.45241  -5.49080
H  -4.44132  -3.18244  -2.75731
H  -4.15780  -2.50800  -1.15187
H  -2.85073  -3.31113  -2.00859
H  -5.47011  -0.06402  -3.75050
H  -4.54475  1.29282  -3.11987
H  -5.33107  0.17438  -2.01686
H  -1.07828  0.37681  -2.89957
C  -0.18566  2.73945  2.76058
Ge  -0.94040  0.85330  2.92141
C  -2.05307  1.55366  4.49704
C  -1.38438  1.56525  5.71881
C  -1.89166  2.22395  6.82245
C  -3.09764  2.90052  6.72749
C  -3.77780  2.90200  5.52294
C  -3.25589  2.24157  4.42144
C  -0.29143  -0.97832  3.67967
C  0.85593  -1.53034  3.16121
C  1.46368  -2.67048  3.69526
C  0.92421  -3.28182  4.79080
C  -0.30942  -2.83041  5.29817
C  -0.92419  -3.52864  6.35785
C  -2.16590  -3.18727  6.81390
C  -2.84149  -2.12475  6.20774
C  -2.25031  -1.40122  5.20469
C  -0.95859  -1.69654  4.71926
H  -1.05235  3.38331  2.63584
H  0.28249  3.00105  3.70471
H  0.50855  2.90998  1.94792
H  -0.44346  1.03368  5.80152
H  -1.34153  2.22201  7.75567
H  -3.49466  3.43869  7.57973
H  -4.71631  3.43422  5.43571
H  -3.80265  2.26284  3.49146
H  1.32854  -1.07481  2.31207
H  2.37801  -3.03858  3.25319
H  1.41651  -4.12251  5.26088
H  -0.39138  -4.36253  6.79428
H  -2.63116  -3.74299  7.61642
H  -3.84232  -1.87864  6.53390
H  -2.80847  -0.58827  4.77231

=====

(2)
Computed, not measured: a structure of composition C60H58NO2P2SScSi at a distorted geometry, with ωB97M-V/def2-TZVPD.

Output
Net charge ... +2
Energy relative to the best compared isomer or geometry (same formula, charge and spin) ... 31.1 kJ/mol
HOMO level ... -12.460 eV

Positions of all 126 atoms, in Å:
Sc  -0.53324  -0.65361  -0.00682
O  1.49965  -0.58493  -0.26957
S  1.82579  0.83897  0.22817
C  2.62719  1.73410  -1.10739
C  3.43113  2.75384  -0.63386
C  4.16478  3.61153  -1.46132
C  4.07637  3.41353  -2.80869
C  4.77104  4.11195  -3.94378
C  4.12173  3.52839  -5.21964
C  3.14792  2.49911  -4.71621
C  2.27404  1.70140  -5.39520
C  1.41956  0.88684  -4.64310
C  1.41559  0.80919  -3.25830
P  0.10984  -0.31345  -2.62316
C  0.70084  -1.97412  -3.12755
C  1.86781  -2.20668  -3.85062
C  2.23069  -3.50131  -4.19477
C  1.44105  -4.57690  -3.81788
C  0.29096  -4.35953  -3.07320
C  -0.07080  -3.06821  -2.72344
C  -1.29367  0.03136  -3.75911
C  -2.02010  -0.97613  -4.38843
C  -3.13284  -0.65790  -5.15773
C  -3.53093  0.66226  -5.30324
C  -2.81333  1.67264  -4.67550
C  -1.70712  1.35707  -3.90350
C  2.36019  1.59649  -2.51315
C  3.17482  2.44717  -3.30695
C  3.12888  0.61278  1.42170
C  4.44154  0.47077  1.02819
C  5.50714  0.52139  1.94069
C  5.22322  0.79858  3.25313
C  6.11382  0.99414  4.45059
C  5.14890  1.34252  5.61435
C  3.77068  1.14341  5.04109
C  2.52924  1.14789  5.61268
C  1.42399  0.81363  4.80630
C  1.50542  0.58680  3.44542
P  0.17011  -0.38272  2.63237
C  0.72814  -2.03986  3.19691
C  0.49819  -2.51066  4.48839
C  1.01788  -3.73107  4.88618
C  1.77397  -4.49247  4.00280
C  2.01059  -4.02930  2.71824
C  1.49071  -2.80591  2.31603
C  -1.36506  -0.09572  3.57293
C  -2.27663  -1.15519  3.61916
C  -3.50295  -1.00025  4.24539
C  -3.84083  0.22061  4.81646
C  -2.95076  1.28206  4.75364
C  -1.71885  1.12827  4.13217
C  2.77680  0.71654  2.80296
C  3.87639  0.89355  3.65934
H  3.52137  2.89116  0.43579
H  4.79299  4.37750  -1.02713
H  5.84244  3.90823  -3.91175
H  4.65122  5.19301  -3.87259
H  4.85717  3.07473  -5.88466
H  3.60553  4.29605  -5.79730
H  2.20572  1.70979  -6.47504
H  0.70126  0.28791  -5.18852
H  2.50896  -1.38476  -4.13642
H  3.13876  -3.66614  -4.75951
H  1.72534  -5.58244  -4.09798
H  -0.32424  -5.19384  -2.76179
H  -0.96853  -2.91047  -2.13623
H  -1.70704  -2.00845  -4.30458
H  -3.67860  -1.44487  -5.66267
H  -4.38689  0.90577  -5.91898
H  -3.11237  2.70619  -4.79443
H  -1.14545  2.14950  -3.42417
H  4.66788  0.36830  -0.02563
H  6.52133  0.38431  1.58990
H  6.85559  1.77333  4.27672
H  6.66371  0.07539  4.66259
H  5.27327  2.37883  5.93393
H  5.31588  0.72014  6.49282
H  2.38305  1.33334  6.66871
H  0.47494  0.66805  5.30477
H  -0.09930  -1.93112  5.18156
H  0.83517  -4.08764  5.89146
H  2.17918  -5.44441  4.31887
H  2.59740  -4.62043  2.02736
H  1.70358  -2.44086  1.31670
H  -2.01599  -2.10985  3.17775
H  -4.18877  -1.83626  4.30237
H  -4.79263  0.33924  5.31777
H  -3.21062  2.23316  5.20003
H  -1.03749  1.96770  4.09187
C  -6.25643  -0.89180  -0.55291
N  -4.92400  -0.25347  -0.42149
C  -4.54139  -0.12370  1.01051
C  -3.85318  -0.93009  -1.26016
C  -3.34650  -2.22430  -0.66813
C  -4.10046  -3.38265  -0.84670
C  -3.68628  -4.58312  -0.28935
C  -2.50456  -4.61877  0.43514
C  -1.73581  -3.46886  0.56042
C  -2.11271  -2.22785  0.01507
H  -6.98806  -0.30914  0.00192
H  -6.21027  -1.89823  -0.14621
H  -6.54358  -0.93365  -1.60119
H  -4.99125  0.69484  -0.79716
H  -4.49327  -1.11313  1.45563
H  -5.29215  0.47243  1.52626
H  -3.56611  0.35023  1.08298
H  -3.04017  -0.20901  -1.33394
H  -4.28940  -1.07392  -2.24920
H  -5.00776  -3.36029  -1.44158
H  -4.27094  -5.48252  -0.42987
H  -2.16900  -5.54705  0.88078
H  -0.79298  -3.55855  1.09774
C  -0.38019  3.63774  -0.81488
Si  -1.76817  2.63317  -0.03765
C  -3.36947  2.79146  -1.04103
C  -2.11884  3.40407  1.63890
O  -1.38758  1.05123  0.08177
H  -0.63548  4.69951  -0.80385
H  -0.16528  3.36045  -1.84938
H  0.54379  3.51892  -0.24507
H  -3.45756  3.80066  -1.45001
H  -4.24473  2.64826  -0.39672
H  -3.41641  2.09700  -1.88406
H  -2.52755  4.40870  1.50487
H  -1.20355  3.50139  2.22794
H  -2.83602  2.82707  2.22585